<w>
Formula: C4H7NOS2
Source: the OMol25 dataset
Level of theory: ωB97M-V/def2-TZVPD

## Properties
frontier orbital gap: 9.52 eV
E_LUMO: 0.0219 Eh

```
! RIJCOSX wB97M-V def2-TZVPD def2/J DEFGRID3
* xyz 0 1
C 1.1997 -1.8615 -1.0015
C 0.5152 0.2457 -0.2169
C -1.6700 1.2409 0.0786
C -0.3996 0.8885 0.8332
H 1.1434 -1.5755 -2.0585
H 2.2348 -1.6965 -0.6347
H 0.9293 -2.9234 -0.9010
H 1.5700 0.4607 -0.0300
H -2.6342 1.4254 0.5950
H 0.0431 1.8248 1.1415
H -0.9654 0.8100 3.1000
N -1.6185 1.4017 -1.1856
O 0.2812 -1.1312 -0.2261
S -0.0229 1.0722 -1.7708
S -0.6060 -0.1818 2.2771
*
```

***

<x>
Formula: C4H7NOS2
Source: the OMol25 dataset
Level of theory: ωB97M-V/def2-TZVPD

## Properties
frontier orbital gap: 8.95 eV
E_LUMO: 0.0050 Eh

```
! RIJCOSX wB97M-V def2-TZVPD def2/J DEFGRID3
* xyz 0 1
C 1.8884 -0.0564 -1.3552
C 0.1355 -0.4956 0.6412
C 0.2813 -0.2139 1.9416
C -1.4881 1.2088 -0.3830
H 1.6768 0.9589 -0.8473
H 1.2671 -0.1010 -2.1938
H 2.9698 -0.0227 -1.6703
H -0.4050 0.3568 2.6181
H 1.4172 -0.1274 2.3909
H -2.6261 -2.1550 0.8938
H -2.5128 1.6180 -0.6421
N -1.0628 -0.1651 -0.2782
O -0.5077 1.9815 -0.3045
S 1.3702 -1.3835 -0.2581
S -2.4037 -1.4034 -0.5531
*
```

***

<y>
Formula: C4H7NOS2
Source: the OMol25 dataset
Level of theory: ωB97M-V/def2-TZVPD

## Properties
frontier orbital gap (alpha / beta): 5.75 / 5.75 eV
E_LUMO (alpha / beta): -0.0640 / -0.0639 Eh

```
! RIJCOSX wB97M-V def2-TZVPD def2/J DEFGRID3
* xyz 0 1
C -0.9447 -1.0626 -0.2270
C 0.4134 -1.7752 -0.4884
C 1.9095 0.4460 0.4918
C -1.7505 0.9860 0.5414
N -0.8246 -0.0240 0.5594
O -1.8409 -1.4144 -0.9676
S 1.5000 -1.1980 0.7434
S 1.7059 1.3136 -0.9395
H 0.4701 -2.8448 -0.4855
H 0.5575 -1.6694 -1.5555
H 2.5597 0.8592 1.1933
H -2.4874 1.0040 1.3798
H -1.1207 1.9448 0.6072
H -2.3008 0.8986 -0.3136
H 2.1537 2.5361 -0.5391
*
```

***

Relative energies, unit kJ/mol: <w> 0.0; <x> 250.6; <y> 266.7

***

<w>
Formula: C2H4I2NO3
Source: the OMol25 dataset
Level of theory: ωB97M-V/def2-TZVPD

## Properties
frontier orbital gap: 7.88 eV
E_LUMO: -0.2131 Eh

```
! RIJCOSX wB97M-V def2-TZVPD def2/J DEFGRID3
* xyz 1 1
C 0.1582 -0.7537 -0.8412
C 0.3320 0.5354 -0.0859
N -0.0994 0.5216 1.3593
O 0.6823 -0.9858 -1.8870
O 1.5800 0.8417 -0.1303
O -0.7504 -1.5098 -0.2051
I -1.2874 2.0523 -1.3849
I -1.7372 -2.8971 -1.0953
H 0.6457 0.6539 2.1287
H -0.7817 -0.2871 1.4499
H -0.6647 1.3765 1.6762
H 1.9226 0.4521 -0.9845
*
```

***

<x>
Formula: C2H4I2NO3
Source: the OMol25 dataset
Level of theory: ωB97M-V/def2-TZVPD

## Properties
frontier orbital gap: 9.21 eV
E_LUMO: -0.1674 Eh

```
! RIJCOSX wB97M-V def2-TZVPD def2/J DEFGRID3
* xyz 1 1
C 3.8046 -1.0023 -0.3996
C 1.8426 0.8549 0.8300
N 0.3672 0.3355 0.5792
O 4.9096 -1.1164 -0.2095
O 2.4269 0.4718 1.7761
O 2.6454 -0.9350 -0.5298
I 2.3782 2.3998 -0.5478
I -1.1837 -1.4545 -2.2609
H -0.4562 0.9632 0.1903
H 0.1547 -0.2986 1.3336
H 0.5010 -0.5711 -0.0384
H -2.8223 -1.3643 -1.9467
*
```

***

Relative energies, unit kJ/mol: <w> 152.2; <x> 0.0

***

<w>
Formula: C2H5IO2
Source: the OMol25 dataset
Level of theory: ωB97M-V/def2-TZVPD

## Properties
frontier orbital gap: 9.08 eV
E_LUMO: 0.0027 Eh

```
! RIJCOSX wB97M-V def2-TZVPD def2/J DEFGRID3
* xyz 0 1
C 0.9321 2.0188 -0.0279
C -0.4808 0.3069 -0.2160
O -0.4423 -3.5671 0.2102
O -0.1884 1.3281 0.4949
I -2.3677 -0.4097 0.3009
H 1.2812 1.4450 -0.8973
H 1.8448 2.0336 0.7124
H 0.5297 2.9984 -0.0318
H -1.1645 -2.9667 0.0308
H 0.0559 -3.1874 -0.5764
*
```

***

<x>
Formula: C2H5IO2
Source: the OMol25 dataset
Level of theory: ωB97M-V/def2-TZVPD

## Properties
frontier orbital gap: 8.97 eV
E_LUMO: 0.0013 Eh

```
! RIJCOSX wB97M-V def2-TZVPD def2/J DEFGRID3
* xyz 0 1
C -0.3933 0.4040 0.5349
C 0.4903 -0.5596 -0.1758
O 1.6300 -0.3322 -0.5297
O -0.7340 0.0981 -2.3973
I 0.7581 0.7558 -3.2319
H -1.0582 0.8330 -0.2179
H 0.1807 1.2048 0.9951
H -1.0155 -0.1030 1.2669
H 0.0436 -1.5513 -0.3527
H 1.8214 0.3815 -2.0670
*
```

***

Relative energies, unit kJ/mol: <w> 0.0; <x> 39.0

***

<w>
Formula: C5H6
Source: the OMol25 dataset
Level of theory: ωB97M-V/def2-TZVPD

## Properties
frontier orbital gap (alpha / beta): 9.17 / 9.17 eV
E_LUMO (alpha / beta): 0.0302 / 0.0302 Eh

```
! RIJCOSX wB97M-V def2-TZVPD def2/J DEFGRID3
* xyz 0 1
C 1.1396 -0.6669 -0.0827
C 1.4486 0.6037 0.0651
C -1.2646 -0.0660 0.5462
C -0.2921 -0.6305 -0.4778
C -0.6830 0.8693 -0.4793
H 1.8879 -1.3675 0.1784
H 2.2490 1.1489 0.5337
H -2.2553 -0.2873 0.3959
H -1.0310 0.0142 1.5684
H -0.4580 -1.3600 -1.1728
H -0.7413 1.7420 -1.0751
*
```

***

<x>
Formula: C5H6
Source: the OMol25 dataset
Level of theory: ωB97M-V/def2-TZVPD

## Properties
frontier orbital gap: 9.82 eV
E_LUMO: 0.0442 Eh

```
! RIJCOSX wB97M-V def2-TZVPD def2/J DEFGRID3
* xyz 0 1
C -1.0884 -0.2853 0.0336
C 0.0656 -1.1736 -0.0227
C 1.2128 -0.4779 0.0137
C 0.8937 0.9352 0.0239
C -0.4035 1.0925 0.0283
H -1.8970 -0.1016 -0.7992
H -1.8623 -0.4339 0.8895
H 0.0733 -2.3205 -0.1240
H 2.2212 -0.9542 0.0957
H 1.7172 1.7007 -0.0329
H -0.9326 2.0185 -0.1059
*
```

***

Relative energies, unit kJ/mol: <w> 430.3; <x> 0.0

***

<w>
Formula: C5H6
Source: the OMol25 dataset
Level of theory: ωB97M-V/def2-TZVPD

## Properties
frontier orbital gap: 10.19 eV
E_LUMO: 0.0364 Eh

```
! RIJCOSX wB97M-V def2-TZVPD def2/J DEFGRID3
* xyz 0 1
C -0.2985 0.5488 1.2171
C 0.0540 0.2510 -0.2630
C -0.2786 1.1453 -1.1918
C 0.3966 -1.1411 -0.5374
C 0.7187 -2.3324 -0.4900
H -0.8958 1.4706 1.3815
H 0.6596 0.6246 1.8791
H -0.7402 -0.4166 1.7326
H -0.0256 1.0127 -2.2586
H -0.6433 2.2101 -0.9020
H 1.0531 -3.3730 -0.5675
*
```

***

<x>
Formula: C5H6
Source: the OMol25 dataset
Level of theory: ωB97M-V/def2-TZVPD

## Properties
frontier orbital gap: 10.87 eV
E_LUMO: 0.0415 Eh

```
! RIJCOSX wB97M-V def2-TZVPD def2/J DEFGRID3
* xyz 0 1
C 2.0296 -0.1944 -0.1901
C 0.7932 -0.3603 0.2725
C -0.2496 0.7403 0.1584
C -1.5746 0.1780 -0.0831
C -2.6649 -0.3394 -0.1047
H 2.4735 -1.2487 -0.2348
H 2.4378 0.7959 -0.6372
H 0.4194 -1.4425 0.7359
H 0.1628 1.4204 -0.6506
H -0.3326 1.4281 1.0215
H -3.4946 -0.9774 -0.2877
*
```

***

Relative energies, unit kJ/mol: <w> 0.0; <x> 46.8

***

<w>
Formula: C5H6
Source: the OMol25 dataset
Level of theory: ωB97M-V/def2-TZVPD

## Properties
frontier orbital gap (alpha / beta): 7.86 / 7.91 eV
E_LUMO (alpha / beta): 0.0002 / 0.0053 Eh

```
! RIJCOSX wB97M-V def2-TZVPD def2/J DEFGRID3
* xyz 0 1
C -0.1678 -0.7623 -0.6094
C 0.6971 -0.2840 0.4953
C 1.3065 0.0360 -0.8009
C -1.5694 0.8530 0.7782
C -0.8017 -0.2171 0.5534
H -0.2066 -1.7404 -1.0617
H 1.1753 -0.9802 1.1743
H 2.1819 -0.5113 -1.1280
H 1.1415 1.0130 -1.2348
H -2.5705 0.7341 1.1758
H -1.1862 1.8592 0.6577
*
```

***

<x>
Formula: C5H6
Source: the OMol25 dataset
Level of theory: ωB97M-V/def2-TZVPD

## Properties
frontier orbital gap: 9.68 eV
E_LUMO: 0.0066 Eh

```
! RIJCOSX wB97M-V def2-TZVPD def2/J DEFGRID3
* xyz 0 1
C 1.4970 -0.0931 0.3331
C 1.9191 -1.1270 0.9153
C 0.9306 0.9768 -0.6417
C 0.1931 0.5025 0.4777
C -1.4451 -0.7852 0.1091
H 1.2944 1.9620 -0.7154
H 0.7634 0.5397 -1.6107
H -0.0364 1.0610 1.3328
H -0.9934 -1.7629 -0.2004
H -1.9299 -0.3818 -0.8650
H -2.1928 -0.8921 0.8651
*
```

***

<y>
Formula: C5H6
Source: the OMol25 dataset
Level of theory: ωB97M-V/def2-TZVPD

## Properties
frontier orbital gap: 9.84 eV
E_LUMO: 0.0385 Eh

```
! RIJCOSX wB97M-V def2-TZVPD def2/J DEFGRID3
* xyz 0 1
C -2.3377 0.1543 -0.0675
C -1.0175 -0.2122 0.0557
C 0.1003 -0.4698 0.2078
C 1.5306 -0.5936 -0.1067
C 2.3642 0.4924 0.0234
H -2.4544 0.4883 0.8790
H -2.6641 0.8941 -0.8336
H -2.9003 -0.7994 -0.0774
H 1.9088 -1.6211 -0.1496
H 3.4804 0.2539 -0.1163
H 1.9897 1.4131 0.1852
*
```

***

Relative energies, unit kJ/mol: <w> 290.8; <x> 367.4; <y> 0.0